Entry 1:
Below is a cluster of 14 separate species, C55H78BN10O17 in total, with properties calculated with wB97M-V/def2-TZVPD.

Properties
Multiplicity: 2
HOMO energy (alpha / beta), eV: -0.20 / -4.10
Charge: -2
Frontier orbital gap (alpha / beta), Ha: 0.139 / 0.282

Last column: Mulliken spin population.
Geometry (Å):
1 O 1.5743 -0.5874 -2.6405  0.00
2 C 0.9530 -0.4256 -1.6176  0.00
3 O 0.9506 0.7304 -0.8851  -0.03
4 B 0.0780 0.5201 0.2900  -0.09
5 O -0.4642 -0.8583 0.1746  -0.02
6 C -0.0087 -1.4027 -0.9282  -0.01
7 O -0.2591 -2.5284 -1.2990  0.00
8 O -1.0392 1.4849 0.3716  0.16
9 C -0.7778 2.3144 1.4314  0.25
10 O -1.5388 3.2522 1.6357  0.09
11 C 0.4913 1.8102 2.1583  0.46
12 O 0.8241 0.6759 1.5541  -0.01
13 O 1.0114 2.3258 3.1935  0.14
14 N -1.2809 6.3088 -1.9139  0.00
15 C -1.6440 6.5257 -3.1750  0.00
16 C -2.1143 5.5213 -4.0235  0.00
17 C -2.0884 4.1478 -3.5758  0.00
18 C -1.7379 3.9896 -2.2372  0.00
19 C -1.3189 5.0430 -1.4272  0.01
20 H -1.5443 7.5272 -3.5666  0.00
21 H -2.3560 5.7613 -5.0484  0.00
22 H -2.4369 3.3621 -4.2298  0.00
23 H -1.7479 2.9801 -1.8534  0.00
24 H -0.9475 4.8637 -0.4291  0.00
25 N 2.4273 -6.9521 1.5174  0.00
26 C 1.5822 -7.7151 0.7321  0.00
27 C 0.6785 -7.1481 -0.1678  0.00
28 C 0.6793 -5.7518 -0.3173  0.00
29 C 1.5772 -4.9719 0.4730  0.00
30 C 2.4166 -5.5767 1.4012  0.00
31 H 1.5339 -8.7831 0.8850  0.00
32 H 0.0243 -7.7910 -0.7379  0.00
33 H -0.0452 -5.3073 -0.9836  0.00
34 H 1.6093 -3.8986 0.3571  0.00
35 H 3.2175 -5.0239 1.8697  0.00
36 C 3.3940 -1.2177 1.7806  0.00
37 C 3.9900 -0.0185 1.0666  0.01
38 O 4.2946 -0.5870 -0.1986  0.00
39 C 4.1348 -1.9396 -0.1845  0.00
40 O 4.3173 -2.7536 -1.0918  0.00
41 O 3.9102 -2.3516 1.0946  0.00
42 H 2.3080 -1.2961 1.8320  0.01
43 H 3.5783 -1.3385 2.8481  0.00
44 H 4.8708 0.4696 1.4839  0.00
45 H 3.2266 0.7537 0.9712  -0.01
46 C 3.8690 1.4418 5.0117  0.00
47 C 4.9071 1.7228 6.1062  0.00
48 O 5.0707 0.4583 6.7438  0.00
49 C 4.1885 -0.4410 6.2465  0.00
50 O 4.0268 -1.6195 6.6345  0.00
51 O 3.5206 0.0715 5.2698  0.00
52 H 4.3734 1.4530 4.0455  0.00
53 H 3.0373 2.1464 5.0110  0.00
54 H 4.6486 2.5934 6.7090  0.00
55 H 5.8784 1.9387 5.6611  0.00
56 C -2.3803 -5.0039 -4.1986  0.00
57 C -2.6021 -3.7164 -3.4393  0.00
58 O -3.1409 -4.1733 -2.1906  0.00
59 C -2.9191 -5.5262 -2.1110  0.00
60 O -3.1786 -6.2035 -1.1382  0.00
61 O -2.5611 -6.0510 -3.2653  0.00
62 H -1.3418 -4.9367 -4.5227  0.00
63 H -3.0590 -5.0437 -5.0506  0.00
64 H -3.3865 -3.0912 -3.8658  0.00
65 H -1.6528 -3.1919 -3.3309  0.00
66 C 1.9490 4.3377 -4.0163  0.00
67 C 3.1082 4.1712 -2.9201  0.00
68 C 2.7913 3.2488 -1.8007  -0.01
69 C 3.7762 3.1660 -0.7512  0.00
70 N 4.5861 3.1349 0.0549  0.00
71 H 2.0634 5.2169 -4.6503  0.00
72 H 0.9291 4.3723 -3.6333  0.00
73 H 1.9153 3.5133 -4.7286  0.00
74 H 3.3700 5.1341 -2.4815  0.00
75 H 4.0806 3.7997 -3.2434  0.00
76 H 2.7232 2.2656 -2.2664  0.00
77 H 1.8150 3.3970 -1.3392  0.02
78 C 1.7434 -5.8799 -5.1759  0.00
79 C 1.4923 -5.2213 -3.7600  0.00
80 C 1.6122 -3.6822 -3.8193  0.00
81 C 0.6844 -2.9100 -4.7449  0.00
82 N -0.0608 -2.3886 -5.4463  0.00
83 H 1.0068 -5.6584 -5.9482  0.00
84 H 1.7473 -6.9689 -5.2215  0.00
85 H 2.7056 -5.5949 -5.6014  0.00
86 H 2.1796 -5.6200 -3.0139  0.00
87 H 0.4775 -5.5259 -3.5044  0.00
88 H 2.6234 -3.3949 -4.1076  0.00
89 H 1.6506 -3.3168 -2.7931  0.00
90 C -2.7055 1.3698 6.0610  0.00
91 C -1.8631 1.1462 4.8271  0.03
92 C -1.9494 -0.1776 4.0940  -0.01
93 C -2.2207 -1.3848 4.9873  0.00
94 N -2.3893 -2.3333 5.6753  0.00
95 H -2.3557 0.6986 6.8454  0.00
96 H -3.7655 1.1544 5.9268  0.00
97 H -2.4344 2.3435 6.4690  0.00
98 H -0.8119 1.1915 5.1116  0.01
99 H -1.8817 1.9456 4.0863  0.00
100 H -1.0991 -0.3165 3.4263  -0.01
101 H -2.7806 -0.2404 3.3917  0.00
102 C -1.4821 6.7581 1.6535  0.00
103 C -0.5804 6.9006 2.8384  0.00
104 C 0.3909 5.8074 3.0251  0.00
105 C 1.1080 5.4151 1.8548  0.01
106 N 1.7387 5.0909 0.8803  0.00
107 H -0.9826 7.0705 0.7365  0.00
108 H -2.3246 7.4468 1.7158  0.00
109 H -1.7696 5.7260 1.4530  0.00
110 H -1.2382 7.0913 3.6863  0.00
111 H -0.0363 7.8376 2.7201  0.00
112 H -0.0679 4.9158 3.4525  0.00
113 H 1.2069 6.1839 3.6418  0.00
114 C -4.7579 2.9029 3.5277  0.01
115 C -4.7086 4.2091 2.7845  0.00
116 C -5.2597 4.3110 1.3307  0.00
117 C -6.7502 4.0486 1.2370  0.00
118 N -7.8870 3.8461 1.1394  0.00
119 H -4.1722 2.0550 3.1725  -0.01
120 H -5.8178 2.6496 3.5017  0.00
121 H -4.4441 3.0005 4.5670  0.00
122 H -3.6302 4.3403 2.6949  0.00
123 H -5.1201 4.9827 3.4327  0.00
124 H -4.7159 3.6411 0.6647  0.00
125 H -5.1827 5.3063 0.8931  0.00
126 C 6.9350 -0.8153 -5.2072  0.00
127 C 5.8005 -1.7232 -4.7169  0.00
128 C 4.6090 -0.9506 -4.1542  0.00
129 C 4.0315 -0.0961 -5.1348  0.00
130 N 3.5785 0.6769 -5.9038  0.00
131 H 6.6607 -0.4165 -6.1838  0.00
132 H 7.8745 -1.3680 -5.2085  0.00
133 H 6.9941 0.0407 -4.5350  0.00
134 H 6.2505 -2.4150 -4.0048  0.00
135 H 5.4564 -2.3520 -5.5380  0.00
136 H 4.7477 -0.4102 -3.2178  0.00
137 H 3.7619 -1.5659 -3.8509  0.00
138 C -1.1015 -4.6969 3.2020  0.00
139 C -1.4835 -3.8667 1.9341  0.00
140 C -2.6817 -2.9271 1.9761  0.00
141 C -3.9796 -3.6634 2.0686  0.00
142 N -5.0387 -4.2164 2.1584  0.00
143 H -1.8876 -5.4066 3.4597  0.00
144 H -0.8591 -4.1147 4.0910  0.00
145 H -0.1919 -5.2785 3.0523  0.00
146 H -1.6714 -4.5821 1.1335  0.00
147 H -0.6668 -3.2447 1.5677  0.01
148 H -2.8842 -2.2420 1.1529  0.00
149 H -2.6287 -2.2678 2.8425  0.00
150 C -4.0495 0.1046 -0.0487  0.02
151 C -4.3851 -1.2151 -0.7690  0.00
152 C -5.1289 -0.8477 -2.1204  0.00
153 C -4.3435 0.0502 -2.9853  0.00
154 N -3.7057 0.7596 -3.6920  0.00
155 H -3.4560 0.8942 -0.5095  0.00
156 H -3.5186 -0.1617 0.8652  -0.01
157 H -4.9409 0.5863 0.3532  0.00
158 H -5.0431 -1.8000 -0.1263  0.00
159 H -3.4846 -1.8065 -0.9350  0.00
160 H -6.0807 -0.3502 -1.9343  0.00
161 H -5.3198 -1.8123 -2.5907  0.00

Entry 2:
Below is a structure of composition C55H81Cl3CsGeN14O6P2SSe, with properties calculated with wB97M-V/def2-TZVPD.

Properties
Multiplicity: 2
HOMO energy (alpha / beta), eV: -1.89 / -3.80
Charge: -2
Frontier orbital gap (alpha / beta), Ha: 0.173 / 0.243

Last column: Mulliken spin population.
Geometry (Å):
1 Cs -0.0173 -0.1645 0.7945  -0.04
2 C -3.2380 -1.6082 -0.6439  0.00
3 C -2.9321 -2.9955 -0.0657  0.00
4 N -1.8120 -2.9323 0.8456  0.00
5 C -1.2021 -4.1673 1.2523  0.00
6 C -0.4774 -4.8150 0.0810  0.00
7 C -0.2590 -6.1872 0.0026  0.00
8 C 0.3769 -6.6875 -1.1255  0.00
9 C 0.7547 -5.8169 -2.1376  0.00
10 C 0.5070 -4.4553 -1.9682  -0.01
11 C 0.8924 -3.4160 -3.0150  0.03
12 N 0.0515 -2.2667 -2.9469  0.00
13 C -1.3141 -2.4095 -3.3642  0.00
14 C -2.1627 -1.2323 -2.8772  0.00
15 N -2.1578 -1.0749 -1.4398  0.00
16 N -0.0826 -3.9874 -0.8771  0.00
17 H -3.4163 -0.9313 0.1992  0.00
18 H -4.1732 -1.6696 -1.2271  0.00
19 H -2.6786 -3.6739 -0.8856  0.00
20 H -3.8487 -3.3960 0.4103  0.00
21 H -1.9991 -2.3035 1.6190  0.00
22 H -1.8966 -4.9104 1.6848  0.00
23 H -0.4552 -3.9362 2.0206  0.00
24 H -0.5920 -6.8440 0.7980  0.00
25 H 0.5577 -7.7522 -1.2227  0.00
26 H 1.2213 -6.1777 -3.0473  0.00
27 H 0.9040 -3.9190 -4.0020  0.00
28 H 1.9214 -3.1014 -2.8077  -0.01
29 H 0.4732 -1.3733 -3.1661  -0.01
30 H -1.7109 -3.3416 -2.9435  0.00
31 H -1.4376 -2.4880 -4.4649  0.00
32 H -3.1856 -1.3517 -3.2719  0.00
33 H -1.7419 -0.3247 -3.3148  0.00
34 H -1.9436 -0.1249 -1.1820  0.00
35 Se 4.4109 -6.3997 6.7416  0.00
36 N 4.2690 -6.6527 4.9727  0.00
37 C 3.7409 -5.5689 4.4775  0.00
38 C 3.4790 -5.3757 3.0604  0.00
39 C 3.8414 -6.3206 2.0979  0.00
40 C 3.6070 -6.0405 0.7738  0.00
41 C 3.0014 -4.8246 0.4491  0.00
42 N 2.6280 -3.9356 1.3461  -0.01
43 C 2.8687 -4.1873 2.6347  0.01
44 C 2.5150 -3.1276 3.6031  -0.01
45 N 1.9348 -2.0307 3.1112  0.01
46 C 1.7037 -1.0283 3.9369  0.00
47 C 2.0190 -1.0529 5.2961  0.00
48 C 2.5755 -2.1939 5.8187  0.00
49 C 2.8324 -3.2669 4.9610  0.00
50 C 3.4269 -4.5101 5.4258  0.00
51 N 3.7053 -4.7550 6.6756  0.00
52 H 4.3121 -7.2428 2.4134  0.00
53 H 3.8800 -6.7357 -0.0094  0.00
54 H 2.8127 -4.5591 -0.5854  0.00
55 H 1.2713 -0.1409 3.4944  0.00
56 H 1.8278 -0.1803 5.9068  0.00
57 H 2.8342 -2.2772 6.8661  0.00
58 O 0.5295 0.6172 -3.1708  -0.01
59 P 1.2668 1.8650 -3.5429  0.01
60 C 3.0741 1.5484 -3.6522  0.00
61 C 3.3568 0.1196 -4.1435  -0.04
62 C 4.8334 -0.2379 -3.9399  0.00
63 C 5.7770 0.9337 -4.2758  0.00
64 C 5.0867 1.9545 -5.1744  0.00
65 C 3.9111 2.5973 -4.4313  0.00
66 C 1.0427 3.1955 -2.3258  0.00
67 C -0.4246 3.6182 -2.1741  0.00
68 C -0.6081 4.5155 -0.9438  0.00
69 C 0.5339 5.5419 -0.7956  0.00
70 C 1.2762 5.7320 -2.1152  0.00
71 C 1.9531 4.4250 -2.5503  0.00
72 C 0.6457 2.5060 -5.1683  0.00
73 C 1.2304 1.7353 -6.3697  0.00
74 C 0.4703 0.4247 -6.5680  0.00
75 C -0.9583 0.7157 -7.0586  0.00
76 C -1.4517 2.0861 -6.5657  0.00
77 C -0.9035 2.4103 -5.1773  0.00
78 H 3.3838 1.5682 -2.5982  -0.01
79 H 3.0896 0.0196 -5.1987  0.00
80 H 2.7303 -0.5802 -3.5920  0.05
81 H 5.0701 -1.1083 -4.5608  0.00
82 H 4.9803 -0.5373 -2.9017  0.00
83 H 6.6960 0.5666 -4.7401  0.00
84 H 6.0779 1.4314 -3.3493  0.00
85 H 4.7338 1.4657 -6.0903  0.00
86 H 5.7846 2.7348 -5.4911  0.00
87 H 3.2980 3.1581 -5.1417  0.00
88 H 4.3041 3.3298 -3.7242  0.00
89 H 1.3420 2.7144 -1.3875  0.00
90 H -1.0808 2.7490 -2.1016  0.00
91 H -0.7376 4.1662 -3.0669  0.00
92 H -0.6418 3.8902 -0.0518  0.00
93 H -1.5762 5.0141 -1.0245  0.00
94 H 1.2413 5.1838 -0.0447  0.00
95 H 0.1396 6.4977 -0.4408  0.00
96 H 2.0330 6.5165 -2.0314  0.00
97 H 0.5736 6.0639 -2.8882  0.00
98 H 2.8693 4.2852 -1.9712  0.00
99 H 2.2551 4.5189 -3.5978  0.00
100 H 0.9451 3.5565 -5.2433  0.00
101 H 2.2953 1.5577 -6.2447  0.00
102 H 1.1373 2.3513 -7.2721  0.00
103 H 0.4378 -0.1035 -5.6116  0.00
104 H 0.9924 -0.2268 -7.2731  0.00
105 H -1.6343 -0.0699 -6.7118  0.00
106 H -0.9877 0.6944 -8.1526  0.00
107 H -2.5434 2.1072 -6.5402  0.00
108 H -1.1494 2.8683 -7.2700  0.00
109 H -1.2219 1.6289 -4.4819  0.00
110 H -1.3395 3.3386 -4.8139  0.00
111 O -1.8631 -0.4322 2.7138  0.00
112 P -2.7555 0.5764 3.3318  0.00
113 N -2.0980 2.0888 3.5598  0.00
114 C -2.5442 3.4295 3.1632  0.00
115 C -1.5504 4.3245 3.8984  0.00
116 C -0.2138 3.5862 3.7381  0.00
117 C -0.6080 2.1141 3.5461  0.00
118 N -4.3140 0.6473 2.8205  0.00
119 C -5.1133 -0.5701 2.9357  0.00
120 C -6.1645 -0.3604 1.8531  0.00
121 C -6.4670 1.1438 1.9341  0.00
122 C -5.2026 1.7786 2.5513  0.00
123 N -2.9618 -0.0053 4.9062  0.00
124 C -1.9441 -0.8302 5.5706  0.00
125 C -1.8743 -0.2762 6.9917  0.00
126 C -3.3054 0.2101 7.2270  0.00
127 C -3.6587 0.8326 5.8782  0.00
128 H -3.5694 3.6162 3.4800  0.00
129 H -2.4757 3.5761 2.0826  0.00
130 H -1.8382 4.3894 4.9518  0.00
131 H -1.5304 5.3340 3.4869  0.00
132 H 0.4546 3.7217 4.5867  0.00
133 H 0.3206 3.9248 2.8517  0.00
134 H -0.2575 1.4704 4.3586  0.00
135 H -0.1769 1.7489 2.6117  0.00
136 H -5.5717 -0.6545 3.9324  0.00
137 H -4.4955 -1.4538 2.7725  0.00
138 H -7.0477 -0.9849 1.9966  0.00
139 H -5.7248 -0.6035 0.8848  0.00
140 H -7.3321 1.3330 2.5721  0.00
141 H -6.6801 1.5742 0.9567  0.00
142 H -5.4585 2.3091 3.4758  0.00
143 H -4.7373 2.4902 1.8756  0.00
144 H -0.9880 -0.7856 5.0503  0.00
145 H -2.2476 -1.8845 5.5808  0.00
146 H -1.1864 0.5740 7.0244  0.00
147 H -1.5344 -1.0148 7.7183  0.00
148 H -3.4018 0.9153 8.0532  0.00
149 H -3.9585 -0.6441 7.4278  0.00
150 H -3.3002 1.8711 5.8302  0.00
151 H -4.7376 0.8498 5.6919  0.00
152 N -5.1718 4.7567 0.1355  0.00
153 C -4.4350 3.9807 -0.3209  0.00
154 N -3.6249 3.1070 -0.9176  0.00
155 C -3.0304 2.2937 -0.0573  0.00
156 N -2.5337 1.5158 0.6541  0.00
157 Cl 5.3536 0.2101 2.8763  0.19
158 Ge 4.4908 0.2929 0.6765  0.36
159 Cl 6.3008 0.8113 -0.5544  0.08
160 Cl 3.1877 -1.0209 -0.9006  0.26
161 O 2.9550 2.6942 2.7698  0.00
162 S 2.5502 2.1861 1.4831  0.03
163 O 1.5727 3.0151 0.7969  0.01
164 O 2.1217 0.7753 1.5161  0.06
165 O 3.8151 2.0395 0.5426  0.03

Question: What is the formula in the first record?
Answer: C55H78BN10O17

Question: charge of number 1 (C55H78BN10O17)?
Answer: -2